Record 1
This record from the Open Molecules 2025 dataset describes an isolated molecule of C3H8 at a distorted geometry. The level of theory is the ωB97M-V functional and the def2-TZVPD basis.

Properties
Relative energy (zero: lowest compared OMol25 entry of this formula, charge and spin) ... 53.8 kcal per mole
HOMO-LUMO gap ... 12.1 eV
Total charge ... 0
SMILES ... CCC
HOMO level ... -0.397 Ha

Geometry (Å):
C: 1.04172 -0.41023 0.35542
C: -0.21581 -0.51247 -0.45234
C: -0.99423 0.73067 -0.14751
H: 1.76609 -1.19671 0.03784
H: 0.80543 -0.56253 1.42078
H: 1.24421 0.87357 0.30572
H: -0.45965 -1.47525 0.01897
H: -0.07201 -0.65993 -1.53293
H: 0.08163 1.50013 -0.03177
H: -1.36317 0.78325 0.88021
H: -1.83421 0.92949 -0.85440

natural (NBO) atomic charge list, values in e, 4 entries: atom 1 (C): -0.557, atom 2 (C): -0.456, atom 3 (C): -0.583, atom 4 (H): 0.217

Record 2
This record from the Open Molecules 2025 dataset describes an isolated molecule of C3H8BNO at a distorted geometry. The level of theory is the ωB97M-V functional and the def2-TZVPD basis.

Properties
Relative energy (zero: lowest compared OMol25 entry of this formula, charge and spin) ... 1.3 kcal per mole
HOMO-LUMO gap ... 9.9 eV
Total charge ... 0
SMILES ... OB1CCCN1
HOMO level ... -0.342 Ha

Geometry (Å):
O: 2.54830 0.07302 -0.06567
B: 1.13160 0.01501 -0.13489
C: 0.14048 -1.16176 -0.01905
C: -1.21682 -0.47284 0.05632
C: -1.00572 1.09388 -0.00830
N: 0.46694 1.21701 0.04736
H: 2.72104 -0.93236 -0.00779
H: 0.35892 -1.61805 -1.01066
H: 0.28061 -2.03463 0.78444
H: -2.00394 -0.72633 -0.72223
H: -1.48335 -0.67263 1.15697
H: -1.37748 1.51429 -1.02339
H: -1.42365 1.48900 0.92660
H: 0.86307 2.21639 0.02028

natural (NBO) atomic charge list, values in e, 4 entries: atom 1 (O): -0.857, atom 2 (B): 0.957, atom 3 (C): -0.775, atom 4 (C): -0.406

Record 3
This record from the Open Molecules 2025 dataset describes a cluster of 3 separate species, C3H8BO2P in total at a distorted geometry. The level of theory is the ωB97M-V functional and the def2-TZVPD basis.

Properties
Relative energy (zero: lowest compared OMol25 entry of this formula, charge and spin) ... 57.9 kcal per mole
HOMO-LUMO gap ... 9.3 eV
Total charge ... 0
SMILES ... CB=O.C=O.C=P
HOMO level ... -0.339 Ha

Geometry (Å):
C: 1.68386 -2.78805 0.18031
B: 0.61504 -1.69863 0.37951
O: -0.27410 -0.90457 0.33598
H: 1.35997 -3.51350 -0.56098
H: 1.51504 -3.34019 1.06893
H: 2.55740 -2.35900 -0.11976
C: -3.64518 0.82542 0.11815
O: -4.33518 0.75365 -0.84596
H: -2.53618 0.98467 -0.06343
H: -4.17553 0.78448 1.10122
C: 1.94552 2.11398 -0.48983
P: 0.80906 2.37184 0.76696
H: 1.84790 2.53125 -1.49408
H: 2.86941 1.58809 -0.36914
H: -0.23703 2.65056 -0.00788

natural (NBO) atomic charge list, values in e, 4 entries: atom 1 (C): -1.047, atom 2 (B): 1.083, atom 3 (O): -0.826, atom 4 (H): 0.267

Record 4
This record from the Open Molecules 2025 dataset describes a cluster of 2 separate species, C3H8Br4Si2 in total at a distorted geometry. The level of theory is the ωB97M-V functional and the def2-TZVPD basis.

Properties
Relative energy (zero: lowest compared OMol25 entry of this formula, charge and spin) ... 9.5 kcal per mole
HOMO-LUMO gap (spin up / spin down) ... 7.2 / 7.3 eV
Total charge ... 0
HOMO level (spin up / spin down) ... -0.312 / -0.325 Ha

Geometry (Å):
C: -2.02529 -1.06055 -0.35243
C: 0.05492 0.91902 -1.87023
C: -0.24470 0.57520 1.34753
Si: -0.98142 0.50184 -0.35903
Si: 2.47928 -0.57765 1.40985
Br: -2.37568 2.32106 -0.57238
Br: 3.63194 0.21377 3.13548
Br: 1.97724 -2.69689 1.70741
Br: 3.61230 -0.02425 -0.31332
H: -1.84418 -1.56994 0.68340
H: -3.09924 -0.98690 -0.58616
H: -1.55839 -1.71548 -1.07815
H: 0.47515 2.00889 -2.14859
H: 0.95407 0.20067 -2.02227
H: -0.64883 0.64575 -2.64691
H: -0.50203 -0.31656 1.87434
H: 0.09487 1.56202 1.79145

natural (NBO) atomic charge list, values in e, 4 entries: atom 1 (C): -1.137, atom 2 (C): -1.160, atom 3 (C): -0.963, atom 4 (Si): 1.547

Record 5
This record from the Open Molecules 2025 dataset describes a cluster of 2 separate species, C3H8BrClO2Si in total at a distorted geometry. The level of theory is the ωB97M-V functional and the def2-TZVPD basis.

Properties
Relative energy (zero: lowest compared OMol25 entry of this formula, charge and spin) ... 114.3 kcal per mole
HOMO-LUMO gap (spin up / spin down) ... 6.7 / 6.7 eV
Total charge ... 0
HOMO level (spin up / spin down) ... -0.298 / -0.298 Ha

Geometry (Å):
C: 0.12675 2.16227 -2.06914
C: -0.01960 -2.71652 2.09039
C: 0.42928 0.67187 -2.00771
O: -0.83295 -2.02083 1.37220
O: 0.73415 0.22180 -0.71348
Si: -1.37786 -0.57173 1.16063
Cl: -1.15755 0.39286 2.81278
Br: -3.24264 -0.90202 0.13595
H: -0.30717 2.57849 -3.04196
H: -0.50085 2.62645 -1.21283
H: 1.11344 2.75721 -2.07578
H: -0.33243 -2.43223 3.08821
H: 1.01398 -2.36869 2.00220
H: 0.00950 -3.85185 2.08602
H: 1.46328 0.49104 -2.38483
H: -0.32119 0.01588 -2.55246

natural (NBO) atomic charge list, values in e, 4 entries: atom 1 (C): -0.651, atom 2 (C): -0.228, atom 3 (C): -0.092, atom 4 (O): -0.902

Record 6
This record from the Open Molecules 2025 dataset describes the ion C3H8BrN2 with charge +1 at a distorted geometry. The level of theory is the ωB97M-V functional and the def2-TZVPD basis.

Properties
Relative energy (zero: lowest compared OMol25 entry of this formula, charge and spin) ... 47.1 kcal per mole
HOMO-LUMO gap ... 10.6 eV
Total charge ... +1
SMILES ... Br[C@@H]1NCC[NH2+]1
HOMO level ... -0.529 Ha

Geometry (Å):
Br: -2.61758 0.05078 0.18732
C: -0.76031 -0.22703 -0.89587
N: 0.08605 -1.18958 -0.42630
C: 0.63283 -0.81639 0.80790
C: 0.64458 0.75487 0.71089
N: 0.07291 1.02373 -0.58521
H: -1.08748 -0.20865 -1.96031
H: -0.47266 -2.02676 -0.58192
H: 1.54541 -1.33176 0.72594
H: 0.11102 -1.14475 1.67402
H: -0.03670 1.18553 1.57554
H: 1.57427 1.20640 0.78540
H: -0.48492 1.86340 -0.56489
H: 0.79257 0.86022 -1.45250

natural (NBO) atomic charge list, values in e, 4 entries: atom 1 (Br): -0.117, atom 2 (C): 0.165, atom 3 (N): -0.610, atom 4 (C): -0.241

Record 7
This record from the Open Molecules 2025 dataset describes a cluster of 2 separate species, C3H8BrN2 in total at a distorted geometry. The level of theory is the ωB97M-V functional and the def2-TZVPD basis.

Properties
Relative energy (zero: lowest compared OMol25 entry of this formula, charge and spin) ... 118.5 kcal per mole
HOMO-LUMO gap ... 8.1 eV
Total charge ... +1
HOMO level ... -0.518 Ha

Geometry (Å):
C: 0.76796 -0.58063 0.11422
C: -1.90251 1.03846 -0.13235
C: 1.75930 -0.21690 -0.84798
N: -1.49001 -0.30901 0.03606
N: 0.68843 -1.00344 1.31264
Br: 3.53845 -0.00133 0.08467
H: -1.61608 1.65815 -0.95077
H: -2.92382 1.04438 -0.53766
H: -1.84654 1.60698 0.91365
H: 1.47931 0.68382 -1.33642
H: 1.90274 -0.99051 -1.62873
H: -1.60041 -0.79642 -0.85325
H: 1.47518 -1.12641 1.94585
H: -0.23200 -1.00713 1.88008

natural (NBO) atomic charge list, values in e, 4 entries: atom 1 (C): 0.531, atom 2 (C): -0.510, atom 3 (C): -0.580, atom 4 (N): -0.438

Record 8
This record from the Open Molecules 2025 dataset describes a cluster of 2 separate species, C3H8BrN2 in total at a distorted geometry. The level of theory is the ωB97M-V functional and the def2-TZVPD basis.

Properties
Relative energy (zero: lowest compared OMol25 entry of this formula, charge and spin) ... 65.2 kcal per mole
HOMO-LUMO gap ... 9.5 eV
Total charge ... +1
HOMO level ... -0.523 Ha

Geometry (Å):
C: 0.31878 0.42504 -0.25194
C: 1.37474 -1.14987 1.20753
C: -1.33161 1.67645 -1.58867
N: 1.30804 -0.36830 -0.06072
N: -0.55321 0.74963 -0.94375
Br: -2.28290 -0.34165 2.38792
H: 0.56865 -1.86883 1.18654
H: 2.36393 -1.83484 1.02872
H: 1.36249 -0.50295 2.12271
H: -2.41879 1.53423 -1.14021
H: -1.41869 1.46380 -2.62718
H: -0.90789 2.66952 -1.36739
H: 2.06757 -0.41714 -0.72360
H: -3.08403 -0.44752 3.59913

natural (NBO) atomic charge list, values in e, 4 entries: atom 1 (C): 0.711, atom 2 (C): -0.427, atom 3 (C): -0.459, atom 4 (N): -0.578